The following is a DFT calculation (the ωB97M-V functional and the def2-TZVPD basis) of a 8-piece molecular cluster, C4H25N2O8 overall at a distorted geometry.

XYZ file:
```
39
C4H25N2O8 | the OMol25 dataset | the ωB97M-V functional and the def2-TZVPD basis
N -1.1870 -0.9336 -1.5818
C -1.1936 -0.4106 -0.1726
C 0.1656 -0.5380 0.4423
C 0.4118 -2.0560 0.7494
O 0.0696 -2.8567 -0.0915
C -1.6040 1.0848 -0.1356
N -1.9335 1.5249 -1.5112
H -0.8948 -1.9197 -1.4042
H -0.4261 -0.4735 -2.1240
H -2.0568 -0.8883 -2.0976
H -2.0473 -0.9647 0.2211
H 1.0077 -0.1671 -0.1449
H 0.2177 -0.0863 1.4714
H 0.7681 -2.4207 1.7365
H -2.4027 1.4477 0.5198
H -0.8536 1.7688 0.2475
H -1.2575 2.0348 -2.0549
H -2.7306 2.1542 -1.5792
H 2.5390 -0.8716 -1.9407
H 1.9803 -1.4168 -3.3473
O 1.8222 -0.8267 -2.6097
H 1.9382 3.2909 0.0350
H 1.0489 2.1986 -0.7160
O 1.7284 2.3602 -0.0517
H 3.4795 0.3565 -0.1695
H 4.5493 -0.1450 -1.1854
O 3.7250 -0.3742 -0.7478
H -1.0684 -2.7997 3.5041
H 0.0205 -1.7931 3.9351
O -0.7571 -1.8946 3.3752
H 1.5403 2.7924 3.5201
H 0.9080 3.0320 2.2359
O 0.7631 2.4963 3.0251
H -4.4823 -0.2301 1.5175
H -3.8127 -0.4697 2.8812
O -3.6565 -0.4921 1.9286
H 0.2646 1.6993 -3.4146
H 1.4649 0.9464 -2.9245
O 0.8134 1.6221 -2.6222
```

E_tot, eV: -23907.84495
E_LUMO, eV: -2.413
Total charge: +1
HOMO level, eV: -12.84
Spin multiplicity: 1
Kohn-Sham gap, eV: 10.4
Relative energy (zero: lowest compared OMol25 entry of this formula, charge and spin), kJ/mol: 227.9

=====

The following is a DFT calculation (the ωB97M-V functional and the def2-TZVPD basis) of a 9-piece molecular cluster, C4H25N2O9S overall at a distorted geometry.

XYZ file:
```
41
C4H25N2O9S | the OMol25 dataset | the ωB97M-V functional and the def2-TZVPD basis
C 2.1055 -0.5653 -0.4325
C 1.2560 0.5393 -1.0908
C 1.4555 2.0748 -0.9815
S 3.2498 2.4674 -1.0259
N -0.2461 0.2478 -0.6605
C -0.5053 -0.1351 0.6014
N 0.0356 0.4833 1.6813
O -1.3517 -1.0461 0.9359
H 2.7901 -0.0166 0.2639
H 1.5363 -1.4021 -0.0473
H 2.8979 -0.9031 -1.1004
H 1.2208 0.4065 -2.1783
H 1.1325 2.3903 0.0035
H 0.9192 2.4997 -1.8129
H -0.8236 -0.3034 -1.2857
H -0.3084 0.1920 2.5771
H 0.7874 1.1646 1.7292
H -0.4708 4.3975 -1.6352
H -0.4738 2.9134 -1.3055
O -0.9084 3.7391 -1.0791
H -2.8870 -1.5799 -1.7693
H -2.3034 -1.7564 -3.0480
O -2.3351 -2.2965 -2.2404
H 2.3816 3.0060 1.4685
H 3.1591 2.2246 2.5083
O 2.3771 2.7791 2.4108
H -3.2469 0.5770 -0.8603
H -3.2689 -0.4802 0.1972
O -3.4778 -0.3613 -0.7430
H -2.5154 2.2372 0.3880
H -2.9822 3.3890 -0.4996
O -3.1512 2.4639 -0.3008
H -0.2507 -2.4124 1.7800
H -0.0183 -2.6387 0.2763
O 0.1815 -2.9968 1.1489
H 1.8740 -3.4696 2.2372
H 3.0808 -2.5704 2.6789
O 2.4523 -3.2414 2.9763
H -1.4457 -3.4260 -1.0353
H -0.7540 -4.2621 0.0685
O -1.1683 -4.3294 -0.7989
```

E_tot, eV: -36798.95528
E_LUMO, eV: 2.663
Total charge: -1
HOMO level, eV: -4.03
Spin multiplicity: 1
Kohn-Sham gap, eV: 6.7
Relative energy (zero: lowest compared OMol25 entry of this formula, charge and spin), kJ/mol: 195.9

=====

Copy entry 1 word for word.
The following is a DFT calculation (the ωB97M-V functional and the def2-TZVPD basis) of a 8-piece molecular cluster, C4H25N2O8 overall at a distorted geometry.

XYZ file:
```
39
C4H25N2O8 | the OMol25 dataset | the ωB97M-V functional and the def2-TZVPD basis
N -1.1870 -0.9336 -1.5818
C -1.1936 -0.4106 -0.1726
C 0.1656 -0.5380 0.4423
C 0.4118 -2.0560 0.7494
O 0.0696 -2.8567 -0.0915
C -1.6040 1.0848 -0.1356
N -1.9335 1.5249 -1.5112
H -0.8948 -1.9197 -1.4042
H -0.4261 -0.4735 -2.1240
H -2.0568 -0.8883 -2.0976
H -2.0473 -0.9647 0.2211
H 1.0077 -0.1671 -0.1449
H 0.2177 -0.0863 1.4714
H 0.7681 -2.4207 1.7365
H -2.4027 1.4477 0.5198
H -0.8536 1.7688 0.2475
H -1.2575 2.0348 -2.0549
H -2.7306 2.1542 -1.5792
H 2.5390 -0.8716 -1.9407
H 1.9803 -1.4168 -3.3473
O 1.8222 -0.8267 -2.6097
H 1.9382 3.2909 0.0350
H 1.0489 2.1986 -0.7160
O 1.7284 2.3602 -0.0517
H 3.4795 0.3565 -0.1695
H 4.5493 -0.1450 -1.1854
O 3.7250 -0.3742 -0.7478
H -1.0684 -2.7997 3.5041
H 0.0205 -1.7931 3.9351
O -0.7571 -1.8946 3.3752
H 1.5403 2.7924 3.5201
H 0.9080 3.0320 2.2359
O 0.7631 2.4963 3.0251
H -4.4823 -0.2301 1.5175
H -3.8127 -0.4697 2.8812
O -3.6565 -0.4921 1.9286
H 0.2646 1.6993 -3.4146
H 1.4649 0.9464 -2.9245
O 0.8134 1.6221 -2.6222
```

E_tot, eV: -23907.84495
E_LUMO, eV: -2.413
Total charge: +1
HOMO level, eV: -12.84
Spin multiplicity: 1
Kohn-Sham gap, eV: 10.4
Relative energy (zero: lowest compared OMol25 entry of this formula, charge and spin), kJ/mol: 227.9